# 1
Molecular formula: C4H9NO2
Method: DFT, wB97M-V/def2-TZVPD

Each line ends with the Löwdin charge.
Element x y z (Å)
C  -1.8218  -1.4631  0.6359  -0.003
C  -1.0840  -1.0507  -0.6356  -0.529
N  0.2067  -0.5599  -0.5799  0.052
C  0.9270  0.1248  0.5772  -0.096
C  1.0454  1.6959  0.2610  -0.205
O  2.0278  2.2225  1.1390  -0.065
O  -1.6472  -1.2664  -1.7130  0.017
H  -1.3639  -2.2914  1.1549  0.086
H  -2.8750  -1.5613  0.3536  0.089
H  -1.8744  -0.5378  1.1329  0.053
H  0.4264  -0.4832  -1.5494  0.118
H  1.9643  -0.2520  0.7035  0.116
H  0.4045  -0.2611  1.4246  0.093
H  1.4327  1.7213  -0.7770  0.124
H  0.1733  2.2158  0.4215  0.088
H  2.8210  1.8787  0.7553  0.065

The value obtained for the orbital gap is 0.3776 hartree. The SMILES is CC(=O)NCCO. The calculation puts the LUMO energy at 0.6775 eV.

# 2
Molecular formula: C6H8N
Method: DFT, wB97M-V/def2-TZVPD

Each line ends with the Löwdin charge.
Element x y z (Å)
C  1.5804  -2.8518  1.5725  -0.019
C  1.7863  0.3068  -0.6501  0.121
C  0.5571  0.2617  -0.7692  0.020
C  -1.6325  0.6909  0.3778  -0.040
C  -1.4588  1.6578  -0.6490  -0.005
C  -0.7608  0.2410  -0.8295  -0.152
N  1.2803  -1.7683  1.4581  0.065
H  1.8362  -3.8608  1.9564  0.100
H  2.1886  -0.4130  0.1221  0.091
H  2.6335  0.7892  -1.2616  0.161
H  -1.1545  0.6953  1.3647  0.139
H  -2.6479  0.3276  0.4827  0.137
H  -2.1910  1.9205  -1.3188  0.103
H  -0.7500  2.5091  -0.5580  0.149
H  -1.2670  -0.5063  -1.2982  0.128

The value obtained for the orbital gap is 0.3808 hartree. The net charge is +1. The calculation puts the LUMO energy at -5.3081 eV.

# 3
Molecular formula: C4H6ClFN2
Method: DFT, wB97M-V/def2-TZVPD

Each line ends with the Löwdin charge.
Element x y z (Å)
C  3.8236  -0.7014  0.3467  -0.100
C  1.9394  0.7456  -0.2868  -0.222
C  -0.2597  0.0608  -0.4590  -0.204
C  -1.4839  0.2632  0.0072  -0.761
H  4.1860  -1.6393  -0.0676  0.076
H  4.4215  0.0976  -0.0665  0.074
H  4.0048  -0.7410  1.4595  0.097
H  1.8015  -1.2142  0.3610  0.123
H  2.6710  1.5041  -0.2916  0.109
H  -0.0550  -0.8646  -0.9104  0.089
N  2.4254  -0.4893  0.0429  -0.048
N  0.7088  1.0814  -0.4800  0.049
F  -1.8592  1.3809  0.5926  0.039
Cl  -2.7267  -0.9368  -0.0239  0.680

The value obtained for the orbital gap is 0.3310 hartree. The SMILES is CN/C=N\C=C(/F)Cl. The calculation puts the LUMO energy at 0.7401 eV.

# 4
Molecular formula: C43H104N4O7
Method: DFT, wB97M-V/def2-TZVPD

Each line ends with the Löwdin charge.
Element x y z (Å)
C  3.8429  5.7127  3.1307  -0.107
C  3.0121  4.4505  3.3746  -0.232
N  1.9772  4.5190  4.4865  -0.155
C  2.4315  5.1573  5.7758  -0.259
C  3.4300  4.3772  6.5787  -0.100
C  1.3540  3.2026  4.8068  -0.254
C  0.4427  2.8408  3.6216  -0.084
H  3.2631  6.6217  2.9709  0.072
H  4.3539  5.5451  2.1826  0.071
H  4.5265  6.0085  3.9265  0.064
H  2.6853  4.1198  2.3887  0.093
H  3.7551  3.6887  3.6108  0.099
H  2.8948  6.0824  5.4330  0.091
H  1.5896  5.4600  6.3985  0.111
H  3.6907  4.9641  7.4594  0.076
H  3.0106  3.4135  6.8680  0.063
H  4.3239  4.1773  5.9879  0.071
H  0.7044  3.3769  5.6645  0.109
H  2.0722  2.4310  5.0842  0.104
H  -0.1378  3.6665  3.2103  0.055
H  -0.2122  2.0262  3.9309  0.074
H  1.0964  2.6490  2.7707  0.045
C  -3.9111  5.2224  -2.2280  -0.063
C  -2.5217  5.9451  -2.0336  -0.215
N  -1.9638  5.6621  -0.6850  -0.214
C  -2.0981  6.7854  0.2864  -0.233
C  -3.5247  7.2789  0.5411  -0.077
C  -0.6452  5.0726  -0.8253  -0.220
C  -0.2082  4.5006  0.6006  -0.069
H  -3.8092  4.1387  -2.2850  0.046
H  -4.2916  5.4364  -3.2268  0.060
H  -4.7056  5.5650  -1.5650  0.063
H  -1.8021  5.7017  -2.8153  0.099
H  -2.5659  7.0269  -2.1593  0.104
H  -1.5691  6.5067  1.1977  0.097
H  -1.4695  7.6235  -0.0144  0.106
H  -3.6762  7.9702  1.3701  0.075
H  -4.0804  7.4561  -0.3797  0.061
H  -4.1196  6.4454  0.9145  0.065
H  0.0330  5.8199  -1.2374  0.111
H  -0.7226  4.2362  -1.5199  0.105
H  0.2154  3.4983  0.5364  0.030
H  -0.9983  4.4780  1.3511  0.052
H  0.5605  5.2069  0.9142  0.070
C  -4.9640  -0.7625  -6.3530  -0.077
C  -4.7340  0.1861  -5.0999  -0.239
N  -3.3073  0.3951  -4.9093  -0.203
C  -3.0343  1.7198  -4.2871  -0.242
C  -1.5796  2.1547  -4.6696  -0.073
C  -2.4949  -0.6727  -4.2910  -0.229
C  -2.8842  -0.9432  -2.8263  -0.060
H  -5.9804  -0.6825  -6.7385  0.056
H  -4.7439  -1.7872  -6.0536  0.053
H  -4.3599  -0.5087  -7.2240  0.067
H  -5.2570  1.0891  -5.4150  0.102
H  -5.2036  -0.1075  -4.1611  0.098
H  -3.6084  2.4631  -4.8403  0.095
H  -3.4029  1.9100  -3.2791  0.098
H  -0.9149  1.5922  -4.0139  0.041
H  -1.3273  1.8818  -5.6942  0.077
H  -1.3661  3.2068  -4.4807  0.059
H  -1.4598  -0.5404  -4.6059  0.103
H  -2.6813  -1.5762  -4.8715  0.101
H  -2.3385  -1.8355  -2.5194  0.057
H  -3.9532  -1.1380  -2.7407  0.064
H  -2.6265  -0.0961  -2.1906  0.060
C  0.8625  -7.7283  -3.3401  -0.074
C  1.9960  -7.0358  -2.5407  -0.261
N  1.5420  -5.7929  -1.9753  -0.209
C  1.5192  -4.6189  -2.8746  -0.222
C  0.6829  -3.4131  -2.4323  -0.076
C  2.3672  -5.5190  -0.7861  -0.237
C  1.8959  -6.2676  0.4776  -0.060
H  -0.0545  -7.7598  -2.7517  0.066
H  1.1119  -8.7848  -3.4381  0.066
H  0.7036  -7.2823  -4.3219  0.067
H  2.2521  -7.7554  -1.7632  0.104
H  2.8703  -6.9999  -3.1906  0.116
H  1.1718  -4.9874  -3.8398  0.114
H  2.5099  -4.2245  -3.1007  0.111
H  0.8918  -3.0823  -1.4150  0.053
H  -0.3805  -3.6036  -2.5771  0.061
H  0.9216  -2.5176  -3.0062  0.067
H  3.4185  -5.7346  -0.9769  0.120
H  2.1978  -4.4509  -0.6501  0.092
H  2.4408  -5.8592  1.3287  0.073
H  0.8206  -6.2566  0.6558  0.057
H  2.2590  -7.2790  0.2950  0.060
C  -1.9470  -5.1354  -0.4441  -0.155
O  -1.4068  -5.6264  -1.6559  -0.149
H  -2.4515  -5.8652  0.1892  0.080
H  -1.1798  -4.4722  -0.0447  0.064
H  -2.6443  -4.3444  -0.7202  0.061
H  -0.4596  -5.7797  -1.6854  0.012
C  -4.5239  -1.7138  1.2910  -0.180
O  -4.4902  -2.4480  0.1061  -0.108
H  -5.2032  -2.2210  1.9761  0.081
H  -3.5734  -1.7773  1.8208  0.063
H  -4.7759  -0.6561  1.2146  0.076
H  -5.3941  -2.4268  -0.2164  0.082
C  -3.7579  2.6351  1.5066  -0.183
O  -3.7948  3.1353  0.2146  -0.115
H  -3.2974  3.2795  2.2555  0.078
H  -4.7819  2.4210  1.8126  0.080
H  -3.2288  1.6836  1.5596  0.052
H  -2.9992  3.6390  0.0280  0.036
C  3.3175  0.5647  -2.2280  -0.198
C  3.5301  1.7691  -1.3631  -0.154
C  2.4048  2.7934  -1.6942  -0.157
O  1.7461  2.1939  -2.8063  -0.166
C  2.5544  1.1599  -3.3910  -0.189
H  2.7032  -0.2168  -1.7809  0.101
H  4.2297  0.1626  -2.6689  0.115
H  4.5323  2.1386  -1.5805  0.110
H  3.6487  1.3697  -0.3559  0.094
H  2.7129  3.7957  -1.9920  0.119
H  1.7220  2.8101  -0.8447  0.085
H  3.1379  1.6853  -4.1471  0.123
H  1.9414  0.3618  -3.8097  0.114
C  -0.8235  -5.7592  3.4313  -0.154
C  -1.5734  -6.7026  4.4029  -0.146
C  -2.8599  -5.8858  4.5939  -0.195
O  -2.5461  -4.4838  4.4573  -0.178
C  -1.4442  -4.2948  3.5661  -0.158
H  -0.8820  -6.1219  2.4051  0.076
H  0.2391  -5.8083  3.6691  0.095
H  -0.8839  -6.7174  5.2470  0.105
H  -1.7729  -7.7191  4.0638  0.111
H  -3.4874  -6.1284  5.4515  0.115
H  -3.5612  -5.9884  3.7657  0.113
H  -0.7906  -3.5658  4.0449  0.113
H  -1.9223  -4.0255  2.6242  0.099
C  -1.1248  -0.5473  0.5609  -0.126
C  -0.1426  -1.1719  1.6043  -0.121
C  1.1479  -0.4581  1.1609  -0.187
O  0.8119  0.8799  0.7651  -0.142
C  -0.4249  0.8056  0.1577  -0.223
H  -2.1467  -0.4332  0.9225  0.071
H  -1.1856  -1.2241  -0.2914  0.089
H  0.0619  -2.1821  1.2497  0.094
H  -0.5589  -1.0702  2.6065  0.112
H  1.6654  -0.9111  0.3153  0.093
H  1.8996  -0.4380  1.9501  0.118
H  -0.3703  0.8455  -0.9302  0.109
H  -1.1504  1.6087  0.2874  0.096
C  6.6313  -1.2773  2.0353  -0.152
C  5.7049  -0.3998  1.1937  -0.162
C  4.8697  -1.3621  0.3147  -0.212
O  5.3815  -2.6275  0.6324  -0.146
C  6.7244  -2.5360  1.1370  -0.177
H  6.0747  -1.5605  2.9286  0.109
H  7.5812  -0.8304  2.3287  0.110
H  6.3751  0.1269  0.5142  0.106
H  5.1025  0.2976  1.7758  0.105
H  4.8269  -1.0714  -0.7350  0.092
H  3.7994  -1.3375  0.5199  0.089
H  7.3539  -2.4454  0.2517  0.113
H  7.1178  -3.4576  1.5660  0.117

The value obtained for the orbital gap is 0.3117 hartree. The SMILES is CCN(CC)CC.CCN(CC)CC.CCN(CC)CC.CCN(CC)CC.C1CCOC1.C1CCOC1.C1CCOC1.C1CCOC1.CO.CO.CO. The calculation puts the LUMO energy at 0.5748 eV.

Number 3 is which compound?
C4H6ClFN2